Entry 1:
Density functional theory data (wB97M-V/def2-TZVPD) for a structure of composition C27H29GdN4O13S in a non-equilibrium geometry.

Its net charge is -2. Its electronic energy is -92726.805 eV. The spin multiplicity is 8. Its LUMO energy (spin up / spin down) is 4.34 / 1.87 eV. Its highest occupied orbital energy (spin up / spin down) is -0.117 / -0.116 hartree.

The geometry in XYZ format:
```
75
Properties=species:S:1:pos:R:3:forces:R:3
Gd -0.0576 -0.2260 0.2914 -0.5 -0.3 0.3
O -2.1316 1.7897 3.9059 0.0 0.3 0.2
C -1.8846 1.0391 2.9619 -1.0 -0.7 0.3
O -0.9041 1.0944 2.1787 0.7 0.0 -0.4
C -2.8715 -0.1701 2.7603 0.6 0.6 0.3
C -2.0821 -1.4922 2.7493 -0.1 0.0 1.0
C -3.0455 -2.6635 3.0285 0.3 0.0 0.0
C -3.8182 -2.7286 1.6998 0.1 0.0 -0.2
C -3.1195 -1.6144 0.8961 -1.0 -0.1 -0.4
O -1.7795 -1.6816 1.3710 0.0 -0.2 0.1
C -3.5963 -0.2438 1.3927 0.2 0.4 -0.6
C -3.1941 0.8501 0.3387 -1.2 -0.5 0.9
O -4.0495 1.6874 0.0577 0.1 0.2 -0.1
O -2.0524 0.7291 -0.1820 0.2 0.1 -0.6
H -3.5884 -0.1327 3.5851 0.1 0.0 -0.1
H -1.1610 -1.5041 3.3358 -0.1 0.0 -0.1
H -2.4772 -3.5789 3.2030 0.0 0.0 0.0
H -3.6837 -2.4744 3.8898 0.0 0.0 0.1
H -3.6893 -3.6944 1.2086 0.0 0.0 0.0
H -4.8827 -2.5303 1.8115 -0.1 0.0 0.0
H -3.1602 -1.7235 -0.1888 0.2 0.0 0.2
H -4.6849 -0.1894 1.5093 0.2 0.0 -0.1
C 3.2808 -1.2823 5.3647 -0.2 -0.3 0.2
N 2.8809 -0.5305 4.2044 -0.2 -0.1 -0.3
C 3.5301 0.5938 3.8308 0.0 0.3 -0.3
C 3.1455 1.2897 2.7447 0.0 0.0 0.0
C 2.0459 0.7725 1.9556 0.4 -0.4 0.9
O 1.7059 1.3247 0.8803 -0.1 0.2 -0.1
N 1.4055 -0.3378 2.3641 0.1 0.5 -0.4
C 1.7313 -0.9845 3.4832 0.4 0.0 0.5
O 1.1316 -1.9427 3.9449 -0.2 -0.4 0.2
H 4.3085 -1.0435 5.6414 0.0 0.1 -0.1
H 3.1916 -2.3434 5.1325 0.1 0.0 0.1
H 2.6236 -1.0689 6.2113 0.0 -0.1 0.0
H 4.3675 0.8908 4.4579 -0.1 0.0 -0.1
H 3.6380 2.1912 2.4270 0.1 0.1 0.0
C -2.2627 2.1631 -4.0470 0.0 -0.1 0.0
C -0.9536 2.5912 -3.4765 0.1 0.2 0.0
C 0.1185 2.9410 -4.2884 0.0 0.0 0.1
C 1.3392 3.2800 -3.7294 0.2 0.1 -0.2
C 1.4879 3.2657 -2.3574 0.7 0.1 0.3
C 0.4314 2.9391 -1.5250 -0.4 0.1 0.1
C -0.7925 2.6243 -2.0915 0.1 0.2 0.0
S 3.1033 3.5926 -1.6704 0.9 0.7 0.0
O 3.0241 4.5200 -0.5719 -0.5 -0.5 0.2
O 3.9896 3.9913 -2.7476 -0.4 -0.5 -0.1
N 3.6888 2.1513 -1.0845 -0.5 0.8 0.0
C 3.8363 1.1652 -2.1415 0.4 -0.4 -0.8
C 3.7641 -0.2616 -1.6245 -0.5 0.4 0.3
C 2.3495 -0.5434 -1.0511 1.4 -0.7 -0.2
O 2.2708 -1.3131 -0.0802 0.1 0.1 0.1
O 1.3721 0.0264 -1.5931 -0.3 0.4 -0.5
H -2.3640 2.4398 -5.0947 0.0 0.0 -0.1
H -3.0860 2.5890 -3.4821 -0.2 0.1 0.1
H -2.3392 1.0785 -3.9452 -0.1 0.0 -0.1
H -0.0013 2.9524 -5.3643 0.0 0.0 -0.1
H 2.1892 3.5638 -4.3327 0.0 0.0 -0.1
H 0.5517 2.9465 -0.4500 0.0 0.0 0.1
H -1.6355 2.3860 -1.4572 0.1 -0.1 0.0
H 3.0759 1.8413 -0.3265 -0.2 0.0 0.1
H 4.7982 1.3695 -2.6252 -0.2 -0.2 -0.1
H 3.0353 1.2814 -2.8828 0.2 -0.1 0.0
H 4.4882 -0.4461 -0.8309 0.0 0.0 0.0
H 3.9646 -0.9529 -2.4468 -0.1 0.0 0.0
O -0.0872 -2.6524 -0.3224 0.2 0.0 0.0
C -0.7603 -2.5875 -1.3500 -0.2 -0.8 -0.6
C -1.1276 -3.8267 -2.1902 0.1 0.1 0.3
C -2.0664 -3.2497 -3.2293 0.0 0.3 0.1
C -1.9897 -1.7163 -2.9646 -0.2 -0.8 -0.4
O -2.5513 -0.9266 -3.7009 -0.1 0.1 -0.1
N -1.2637 -1.4603 -1.8593 0.3 0.4 0.4
H -1.5748 -4.5749 -1.5329 0.1 0.0 -0.1
H -0.2146 -4.2366 -2.6217 0.0 -0.1 0.1
H -3.0998 -3.5735 -3.0916 0.0 0.1 -0.1
H -1.7813 -3.4507 -4.2622 0.0 0.0 0.0
```
Forces are in eV/Å.

***

Entry 2:
Density functional theory data (wB97M-V/def2-TZVPD) for a structure of composition C27H29IrN2O.

Its net charge is +2. Its electronic energy is -36320.085 eV. The spin multiplicity is 5. Its LUMO energy (spin up / spin down) is -6.06 / -8.81 eV. Its highest occupied orbital energy (spin up / spin down) is -0.480 / -0.531 hartree.

The geometry in XYZ format:
```
60
Properties=species:S:1:pos:R:3:forces:R:3
Ir -0.1128 -0.1307 -0.0061 -0.3 0.1 0.0
C 1.0182 -2.7915 4.0286 0.0 0.0 0.0
C -0.1301 -2.8151 3.0259 0.0 0.0 -0.1
C -0.8048 -4.1945 3.0462 0.0 0.0 0.0
C 0.2957 -2.4779 1.6091 0.0 -0.1 0.0
C -0.6399 -2.5789 0.5580 0.1 0.0 0.0
C -0.2558 -2.4508 -0.7881 0.1 0.0 0.0
C 1.0876 -2.1896 -1.1352 0.1 -0.2 -0.1
C 1.5451 -2.1677 -2.5651 0.0 0.0 0.1
C 1.9813 -1.9742 -0.0819 0.0 0.0 0.0
C 1.6028 -2.1323 1.2599 0.0 0.1 0.0
H 0.6320 -2.9865 5.0282 0.0 0.0 0.0
H 1.5461 -1.8395 4.0542 0.0 0.1 0.0
H 1.7457 -3.5752 3.8051 0.0 0.0 0.0
H -0.8814 -2.0707 3.3192 0.0 0.0 0.0
H -0.1037 -4.9676 2.7267 0.0 0.0 0.0
H -1.6840 -4.2452 2.4044 0.0 0.0 0.0
H -1.1250 -4.4303 4.0603 0.0 0.0 0.0
H -1.6676 -2.8332 0.7851 0.0 0.1 0.0
H -0.9756 -2.6540 -1.5716 0.0 0.1 0.0
H 1.4544 -1.1718 -2.9994 0.0 0.0 0.0
H 0.9551 -2.8554 -3.1695 0.0 0.0 0.0
H 2.5907 -2.4620 -2.6340 0.0 0.0 0.0
H 3.0099 -1.7234 -0.3123 0.0 0.0 0.0
H 2.3524 -2.0072 2.0291 0.0 0.0 0.0
C -0.3487 1.5870 -3.9564 0.0 -0.1 0.0
C 0.3408 2.7864 -3.7699 0.0 0.0 0.0
C 0.8943 3.1126 -2.5316 0.0 0.1 0.0
C 0.7613 2.2424 -1.4663 0.1 0.2 0.0
C 0.0624 1.0221 -1.6344 0.0 -0.3 0.0
C -0.4699 0.7043 -2.9026 0.0 0.2 -0.1
C 1.2723 2.5433 -0.1077 0.0 0.0 -0.2
C 1.9888 3.7099 0.2000 0.0 0.0 0.0
C 2.3710 3.9329 1.4912 0.0 0.0 0.0
C 2.0056 3.0276 2.5082 0.1 0.1 0.0
C 2.3187 3.2565 3.8702 0.0 0.0 -0.1
C 1.8889 2.3895 4.8286 -0.1 -0.1 0.0
C 1.1235 1.2602 4.4607 0.0 0.0 0.1
C 0.8270 1.0013 3.1516 0.0 -0.1 0.0
C 1.2755 1.8764 2.1429 0.0 0.0 -0.2
N 0.9694 1.6469 0.8228 0.0 0.0 0.3
H -0.7701 1.3490 -4.9241 0.0 0.0 0.0
H 0.4526 3.4745 -4.5976 0.0 0.0 0.0
H 1.4161 4.0539 -2.4288 0.0 0.0 0.0
H -0.9779 -0.2405 -3.0569 0.0 0.0 0.0
H 2.2380 4.4204 -0.5730 0.0 0.0 0.0
H 2.9333 4.8223 1.7488 0.0 0.0 0.0
H 2.8905 4.1373 4.1338 0.0 0.0 0.0
H 2.1188 2.5661 5.8701 0.0 0.0 0.0
H 0.7623 0.5955 5.2348 0.0 0.0 0.0
H 0.2188 0.1475 2.8824 0.0 -0.1 0.0
C -3.3148 1.8077 2.1567 0.0 0.0 0.0
C -2.9787 0.9877 0.9583 0.1 0.0 -0.1
N -3.7377 1.0591 -0.1166 0.0 0.0 0.0
O -1.9615 0.2391 0.9834 -0.2 -0.1 0.3
H -4.3351 2.1825 2.1315 0.0 0.0 0.0
H -2.6259 2.6547 2.1909 0.0 0.0 0.0
H -3.1572 1.2114 3.0526 0.0 0.0 0.0
H -4.5696 1.6275 -0.1293 0.0 0.0 0.0
H -3.5110 0.5221 -0.9397 0.0 0.0 0.0
```
Forces are in eV/Å.

***

Entry 3:
Density functional theory data (wB97M-V/def2-TZVPD) for a cluster of 2 separate species, C27H29N3O3 in total in a non-equilibrium geometry.

Its net charge is 0. Its electronic energy is -39076.484 eV. Its LUMO energy is -2.60 eV. Its highest occupied orbital energy is -0.224 hartree.

The geometry in XYZ format:
```
62
Properties=species:S:1:pos:R:3:forces:R:3
C 6.6824 1.4553 -1.4993 -0.2 -0.3 0.2
C 6.1654 2.4838 -2.5131 -0.1 0.1 0.1
C 4.6382 2.3260 -2.5697 -0.4 0.0 -0.7
N 4.2900 1.3870 -1.5204 -0.2 0.1 0.1
C 2.9929 1.0101 -1.2138 -0.6 -0.3 0.1
C 2.0993 0.5096 -2.2054 0.3 0.3 0.1
C 0.8581 0.0110 -1.8558 -0.2 0.0 0.0
C 0.3270 0.1850 -0.5493 0.9 0.3 0.0
C -0.9899 -0.2258 -0.2210 0.1 0.4 0.1
C -1.8362 0.4437 0.6802 -0.3 0.5 0.6
C -1.6110 1.7907 1.1225 -0.2 -0.2 0.0
C -2.4236 2.3800 2.0680 0.1 -0.3 -0.2
C -3.4078 1.6009 2.7208 0.2 -0.3 -0.1
N -4.0025 2.0950 3.8667 0.3 0.3 0.2
C -4.1561 1.2661 5.0522 -0.4 -0.7 -0.3
C -4.9154 2.1432 6.0587 0.3 -0.2 0.0
C -5.4565 3.3486 5.2746 0.0 0.2 -0.2
C -4.9365 3.2152 3.8367 -0.2 0.0 -0.5
C -3.7135 0.3060 2.2296 0.1 0.2 0.3
C -2.9835 -0.2296 1.1929 0.2 0.0 0.0
C 1.2016 0.7564 0.4208 -0.1 0.1 -0.1
C 2.5155 1.0643 0.1258 0.1 0.0 -0.3
C 5.4422 0.8231 -0.8415 0.0 -0.4 0.6
H 7.2524 0.6670 -2.0008 0.0 0.2 0.1
H 7.3150 1.9151 -0.7372 0.0 -0.1 -0.2
H 6.4240 3.4922 -2.1863 0.0 0.0 -0.1
H 6.5985 2.3187 -3.5002 0.0 0.1 0.1
H 4.1300 3.2930 -2.4281 0.1 -0.3 0.1
H 4.3160 1.9553 -3.5533 0.1 0.0 0.1
H 2.4460 0.4718 -3.2421 -0.2 -0.1 0.4
H 0.2364 -0.4893 -2.5954 0.2 0.1 0.1
H -1.3692 -1.1389 -0.6660 0.1 -0.4 -0.4
H -0.7735 2.3443 0.7054 -0.3 0.0 0.0
H -2.2637 3.4011 2.4149 0.1 -0.3 -0.1
H -4.7023 0.3452 4.7870 0.0 0.1 0.4
H -3.1795 0.9525 5.4487 -0.2 0.1 -0.2
H -5.7089 1.5633 6.5346 0.1 0.2 0.0
H -4.2115 2.4746 6.8270 -0.2 -0.1 0.0
H -6.5474 3.3621 5.2748 0.1 0.1 0.0
H -5.0930 4.2852 5.6998 -0.2 -0.1 0.1
H -4.4567 4.1302 3.4710 0.0 -0.1 0.1
H -5.7585 2.9851 3.1334 0.2 0.1 0.2
H -4.5360 -0.2440 2.6946 0.3 0.1 -0.3
H -3.2434 -1.2032 0.7872 0.1 0.0 0.1
H 0.8177 0.9310 1.4250 0.3 -0.2 -0.1
H 3.1953 1.4266 0.9001 -0.3 -0.1 -0.2
H 5.4671 -0.2756 -0.9634 -0.1 0.3 0.0
H 5.3832 1.0103 0.2422 0.2 0.0 -0.2
O -0.7786 -3.1926 -0.9465 -0.4 0.7 0.3
C -0.5338 -3.9121 -1.9379 0.4 -1.0 -1.0
C -0.4825 -3.4042 -3.3126 0.1 -0.3 0.8
C 0.0135 -4.1542 -4.3451 0.1 -0.6 -0.1
C 0.3995 -5.5005 -4.1302 -0.1 0.4 0.2
N 0.9670 -6.2701 -5.1827 0.4 -0.7 -0.6
O 1.2917 -7.4545 -4.9244 -0.3 1.5 -0.7
O 1.1242 -5.7474 -6.3092 -0.1 -0.7 1.4
C 0.2365 -6.0881 -2.8543 0.0 0.2 -0.3
C -0.2379 -5.3455 -1.8082 0.0 0.7 -0.1
H -0.7981 -2.3799 -3.4788 0.0 0.0 0.0
H 0.1196 -3.7425 -5.3471 -0.1 -0.1 0.2
H 0.5059 -7.1344 -2.7311 -0.1 0.2 0.0
H -0.3450 -5.7933 -0.8252 0.0 0.1 0.0
```
Forces are in eV/Å.

***

Entry 4:
Density functional theory data (wB97M-V/def2-TZVPD) for a structure of composition C27H29N3S2SnTe in a non-equilibrium geometry.

Its net charge is +2. Its electronic energy is -67722.771 eV. Its LUMO energy is -7.34 eV. Its highest occupied orbital energy is -0.507 hartree.

The geometry in XYZ format:
```
63
Properties=species:S:1:pos:R:3:forces:R:3
Sn -0.5740 2.1633 -0.5341 -1.3 -0.3 -0.1
C -0.5594 -4.7372 -1.1307 0.0 0.1 0.2
C -1.1894 -3.9292 0.0085 0.1 -0.1 0.0
C -0.0745 -3.3854 0.9087 -0.1 -0.1 -0.2
C -2.0790 -4.8284 0.8775 0.1 0.1 -0.1
C -2.0291 -2.8247 -0.6059 0.0 0.2 0.0
C -3.2248 -3.1565 -1.2705 -0.1 0.1 0.0
C -4.0798 -2.2057 -1.7797 0.0 0.0 0.0
C -3.7269 -0.8716 -1.6478 0.4 0.3 0.1
S -4.6076 0.5573 -2.0965 0.3 0.0 0.2
C -3.3249 1.5202 -1.4973 0.0 -0.6 -0.1
N -2.2963 0.8378 -1.0278 0.3 1.0 0.1
C -2.5024 -0.5163 -1.0652 -0.4 -1.0 -0.2
C -1.6601 -1.4939 -0.5438 0.1 0.1 0.0
C -3.3346 2.9607 -1.4419 -0.1 0.8 -0.1
C -4.4130 3.7169 -1.8984 0.2 -0.4 0.1
C -4.3933 5.0904 -1.7613 -0.1 0.1 -0.1
C -3.3148 5.7268 -1.1721 0.1 0.0 0.1
C -2.2199 4.9911 -0.7241 -0.1 0.2 -0.1
C -2.2456 3.6279 -0.8795 1.4 -1.1 0.4
H 0.0212 -5.5600 -0.7264 0.1 -0.2 0.0
H 0.0999 -4.1073 -1.7233 0.1 0.0 -0.1
H -1.3208 -5.1463 -1.7861 -0.1 -0.1 -0.1
H 0.4104 -4.2233 1.4006 0.1 -0.1 0.1
H -0.4914 -2.7437 1.6836 0.0 0.1 0.1
H 0.6856 -2.8471 0.3451 0.1 0.2 0.0
H -1.4614 -5.5276 1.4324 0.1 -0.1 0.1
H -2.7759 -5.4088 0.2855 -0.2 -0.1 -0.1
H -2.6447 -4.2325 1.5890 -0.1 0.0 0.1
H -3.5026 -4.1909 -1.3820 0.0 -0.2 0.0
H -5.0054 -2.4771 -2.2589 -0.1 -0.1 -0.1
H -0.7315 -1.1786 -0.0885 0.1 -0.1 0.1
H -5.2476 3.2067 -2.3600 -0.2 0.1 0.0
H -5.2305 5.6683 -2.1180 -0.1 0.1 0.0
H -3.3030 6.8012 -1.0709 -0.1 0.1 0.0
H -1.3833 5.4953 -0.2632 0.1 0.0 0.0
Te 1.1059 1.0607 -2.4175 0.3 0.4 0.5
C 3.1024 1.5889 -1.8460 -0.2 -0.1 0.0
C 4.0433 0.5645 -1.8810 -0.4 -0.1 -0.1
C 5.3824 0.8495 -1.6798 0.1 0.1 0.0
C 5.7802 2.1445 -1.3860 -0.1 0.0 0.1
C 4.8365 3.1613 -1.3280 0.0 0.0 0.0
C 3.5039 2.8948 -1.5956 -0.3 0.1 0.1
H 3.7298 -0.4476 -2.0941 0.0 -0.1 0.0
H 6.1071 0.0547 -1.7669 0.1 0.0 0.1
H 6.8192 2.3643 -1.2016 0.1 0.0 0.0
H 5.1356 4.1747 -1.1028 0.1 0.0 0.0
H 2.7846 3.7035 -1.6116 0.0 0.0 0.0
S -0.5532 1.5703 1.9357 -0.5 0.6 -0.4
C 0.8971 0.7909 2.5173 0.1 0.1 -0.5
N 2.0382 1.4450 2.6023 -0.1 0.1 0.0
C 3.1991 0.8813 3.2797 0.5 -0.3 0.2
C 3.1919 -0.6375 3.1386 -0.2 0.1 0.0
C 1.8430 -1.1905 3.5871 0.5 -0.3 0.3
N 0.7782 -0.4527 2.9295 -0.3 0.1 0.0
H 2.0520 2.4278 2.3696 -0.2 -0.1 0.0
H 3.1651 1.1693 4.3356 0.1 0.0 -0.1
H 4.0999 1.2999 2.8291 -0.1 0.0 0.1
H 3.9889 -1.0629 3.7470 0.0 0.0 0.0
H 3.3723 -0.9079 2.0976 0.0 0.0 0.0
H 1.7284 -1.1060 4.6730 0.0 0.0 -0.1
H 1.7385 -2.2415 3.3116 0.0 0.1 0.0
H -0.1424 -0.8698 2.8808 0.1 0.1 -0.1
```
Forces are in eV/Å.